Entry 1:
Density functional theory data (wB97M-V/def2-TZVPD) for the molecule C7H9ClS in a non-equilibrium geometry.

Atoms and positions in Å:
C 1.606018 -0.126003 -0.396882
C 1.948852 0.971426 0.320062
C -1.606272 1.752357 -1.242316
C -1.745500 0.836646 -0.322261
C 0.223193 -0.647345 -0.027667
C -0.556320 0.402720 0.720534
C 0.488350 -2.041331 0.691332
S 0.583024 1.778827 0.991636
Cl -3.104030 -0.245467 -0.345805
H 2.271668 -0.827155 -0.871829
H 2.964938 1.344113 0.433906
H -2.427346 2.019020 -1.986350
H -0.883842 2.472684 -1.198599
H -0.307188 -1.042071 -0.875399
H -1.106912 0.262710 1.657163
H 0.716060 -2.642312 -0.149876
H -0.415622 -2.389866 1.150075
H 1.350932 -1.878959 1.452282

Atoms 1-3, force components in eV/Å:
-0.371 0.649 1.774
0.162 -1.509 -1.833
-3.510 0.319 -1.496

The value obtained for the energy above the lowest of the compared OMol25 structures with the same formula, charge and spin is 127.1 kJ/mol. Its LUMO energy is 0.81 eV. The value obtained for the molar mass is 160.7 g mol⁻¹. Its calculated total energy is -30760.5631 eV. The frontier orbital gap is 8.88 eV.

***

Entry 2:
Density functional theory data (wB97M-V/def2-TZVPD) for a cluster of 2 separate species, C7H9F2NO4 in total in a non-equilibrium geometry.

Atoms and positions in Å:
C 0.645495 -2.407365 0.299298
C 1.475857 -1.192110 0.123509
C 2.786117 -1.261361 -0.054817
C 0.848889 0.124113 0.196011
C -2.026829 1.716720 -0.129156
C -1.025827 1.334870 0.947645
C 3.985815 0.671423 -0.105292
N -0.272765 -2.785232 -0.453755
O 1.355149 1.149037 -0.212153
O 3.663251 -2.233112 0.112618
O 3.858965 1.325278 -1.248634
O -0.390993 0.059523 0.720712
F 5.202662 0.109803 -0.077217
F 3.672139 1.254262 1.036960
H 1.161825 -3.073632 0.933854
H -1.230347 1.777286 -0.845369
H -2.830207 1.092277 -0.250539
H -2.472451 2.608180 0.207184
H -1.608989 1.010450 1.906625
H -0.276565 2.240494 1.146469
H -0.726725 -3.590677 -0.075017
H 4.610803 -1.885181 0.043643
H 2.921869 1.521221 -1.319045

Atoms 1-3, force components in eV/Å:
2.037 0.020 -0.547
-0.969 -0.392 -0.344
3.297 4.073 0.783

The value obtained for the energy above the lowest of the compared OMol25 structures with the same formula, charge and spin is 165.1 kJ/mol. Its LUMO energy is 0.52 eV. The value obtained for the molar mass is 209.1 g mol⁻¹. Its calculated total energy is -22515.8226 eV. The frontier orbital gap is 9.54 eV.

***

Entry 3:
Density functional theory data (wB97M-V/def2-TZVPD) for a cluster of 2 separate species, C7H9F3NO8S3 in total in a non-equilibrium geometry.

Atoms and positions in Å:
C 4.298562 -0.917574 -0.868763
C 3.468513 0.253123 -1.395389
O 2.360346 0.408921 -0.532202
C 1.230529 1.013130 -1.121857
C -0.052404 0.248587 -0.720035
N -1.141087 1.187158 -0.490787
C -1.531001 1.904647 -1.377210
S -1.838260 2.914986 -2.538603
C 0.071819 -0.836807 0.335018
O 0.011616 -2.148771 -0.323320
S 0.076015 -1.986750 -1.886584
O 1.436115 -2.111845 -2.302018
O -0.863691 -2.777652 -2.593823
O -0.467056 -0.497701 -1.916185
H 3.613119 -1.754333 -0.746806
H 5.109860 -1.170702 -1.547081
H 4.683451 -0.636630 0.112298
H 4.091017 1.155949 -1.420706
H 3.170521 0.015480 -2.420670
H 1.179103 2.053212 -0.786459
H 1.270709 1.026074 -2.211069
H 1.011507 -0.867227 0.877826
H -0.712369 -0.837552 1.087889
C -4.509265 0.095182 3.304877
F -5.422021 0.853737 3.934788
F -4.216348 -0.932385 4.121859
F -5.106645 -0.422875 2.217624
S -3.007283 1.066985 2.862744
O -2.519952 1.524767 4.143566
O -3.524668 2.099562 1.994392
O -2.170744 0.077299 2.206681

Atoms 1-3, force components in eV/Å:
-0.622 0.569 0.290
0.859 -0.604 -0.142
-0.155 -0.052 -0.588

As for the net charge: -1. The value obtained for the energy above the lowest of the compared OMol25 structures with the same formula, charge and spin is 0.0 kJ/mol. Its LUMO energy is 2.41 eV. The value obtained for the molar mass is 388.3 g mol⁻¹. Its calculated total energy is -65934.2070 eV. The frontier orbital gap is 8.53 eV.

***

Entry 4:
Density functional theory data (wB97M-V/def2-TZVPD) for the ion C7H9FIN2O with charge +1 in a non-equilibrium geometry.

Atoms and positions in Å:
C 3.187615 0.082257 0.047716
C 1.897837 -0.215631 -0.786731
F 2.330881 -0.595399 -2.083687
C 0.893378 1.013668 -0.882369
C -0.436164 0.523919 -0.224457
C -1.344846 -0.391320 -0.949949
C -2.502504 -0.769766 -0.183281
I -3.930035 -2.120769 -1.040133
C -2.727737 -0.278935 1.187769
O -3.825192 -0.642585 1.924804
N -1.870664 0.569206 1.733215
N -0.829464 0.892945 1.009667
H 3.391997 -0.783296 0.728149
H 3.102541 0.999666 0.674808
H 4.101718 0.185165 -0.588738
H 1.377708 -1.124377 -0.382317
H 0.697906 1.214809 -1.958664
H 1.268656 1.885892 -0.302828
H -1.132717 -0.735557 -1.981809
H -3.462460 -1.263448 2.591559
H -0.188455 1.553556 1.467277

Atoms 1-3, force components in eV/Å:
0.095 -0.408 0.469
1.088 -0.112 -0.076
-0.770 0.513 0.823

As for the net charge: +1. Its LUMO energy is -5.14 eV. The value obtained for the molar mass is 283.1 g mol⁻¹. Its calculated total energy is -23242.3327 eV. The frontier orbital gap is 8.46 eV.

***

Entry 5:
Density functional theory data (wB97M-V/def2-TZVPD) for the molecule C7H9FN3O5P3S in a non-equilibrium geometry.

Atoms and positions in Å:
N 0.367033 1.802753 3.066722
P 0.057069 0.278378 2.555114
C 0.368807 0.101659 0.640098
C -0.935650 0.304753 -0.386098
C -2.454836 0.649245 0.129112
P -3.754990 -0.705379 -0.220054
O -5.148502 -0.145870 0.367692
O -4.057402 -0.991628 -1.925850
O -3.470005 -2.215983 0.622872
C -0.611855 0.176528 -2.011367
F -1.661386 0.374690 -3.080032
C 0.916610 -0.140238 -2.611564
N 1.368471 -0.291716 -4.055150
S 3.124321 -0.568401 -4.129573
N 3.392392 -0.554175 -2.377758
C 2.149283 -0.325327 -1.546741
C 1.907104 -0.208489 0.072264
P 3.453665 -0.405646 1.197928
O 3.375501 0.943400 2.338497
O 4.909853 -0.038757 0.250819
H 1.122364 1.789564 3.796439
H 0.872587 -0.693787 3.275516
H -1.319246 -0.006925 2.889557
H -2.789346 1.631355 -0.432588
H -2.489578 0.897969 1.288230
H -4.254278 -1.958380 -2.107896
H -2.475780 -2.361629 0.766684
H 3.227696 1.808729 1.829130
H 4.810107 0.853313 -0.201991

Atoms 1-3, force components in eV/Å:
0.128 -2.394 -0.067
1.609 3.135 0.925
1.556 -1.003 -3.885

Its LUMO energy is -2.76 eV. The value obtained for the molar mass is 359.2 g mol⁻¹. Its calculated total energy is -63520.8451 eV. The frontier orbital gap is 6.19 eV.

***

Entry 6:
Density functional theory data (wB97M-V/def2-TZVPD) for the molecule C7H9N in a non-equilibrium geometry.

Atoms and positions in Å:
C -1.765858 -0.123959 0.057291
C -1.057615 -1.400967 -0.088882
C 0.235417 -1.577839 -0.253063
C 1.340208 -0.739526 0.281713
C 1.109970 0.758060 0.176670
C 0.004759 1.453736 -0.210780
C -1.334455 1.174844 -0.317494
H -2.834450 -0.516490 -0.346521
H -1.802542 0.005990 1.049334
H -1.815308 -1.995446 -0.618019
H 0.610957 -2.596203 -0.497378
H 1.992956 -0.882449 1.169176
H 3.002859 0.155482 0.085026
H 1.754602 1.586363 0.884441
H 0.300235 2.531513 -0.004893
H -1.872480 2.142786 -0.605569
N 2.130746 0.024101 -0.761054

Atoms 1-3, force components in eV/Å:
-4.701 -2.498 -2.610
-0.161 0.366 -3.330
2.052 -2.592 1.754

The value obtained for the energy above the lowest of the compared OMol25 structures with the same formula, charge and spin is 642.7 kJ/mol. Its LUMO energy is 0.62 eV. The value obtained for the molar mass is 107.2 g mol⁻¹. Its calculated total energy is -8888.4957 eV. The frontier orbital gap is 9.16 eV.